Entry A
22
Properties=species:S:1:pos:R:3 method="wB97M-V/def2-TZVPD" e_homo_ev="-7.526 / -7.252" e_lumo_ha="0.013 / 0.015" molar_mass_g_mol=118.2
C -1.29 -0.47 0.64
C -0.66 -1.12 -0.51
C 1.12 0.16 -1.56
C -0.12 1.73 0.29
C 2.37 -0.15 -0.76
N -0.47 0.72 1.17
N -1.35 -1.34 1.80
O -2.54 0.07 0.23
H -2.84 0.66 0.94
H 0.32 0.34 1.67
H -1.92 -2.15 1.59
H -1.74 -0.84 2.59
H -1.16 -1.03 -1.45
H -0.04 -1.98 -0.31
H 0.87 -0.62 -2.26
H 1.25 1.04 -2.19
H -0.96 2.27 -0.13
H 0.71 2.34 0.64
H 0.37 1.07 -0.73
H 2.57 0.61 -0.01
H 2.28 -1.11 -0.24
H 3.24 -0.20 -1.41



Entry B
22
Properties=species:S:1:pos:R:3 method="wB97M-V/def2-TZVPD" e_homo_ev=-8.420 smiles="C=C(N)C[C@@H](C)N.O" e_lumo_ha=0.029 molar_mass_g_mol=118.2
C 0.12 -2.18 -0.01
C 1.00 -1.27 0.38
N 2.38 -1.38 0.32
C 0.59 0.12 0.83
C 0.34 1.18 -0.29
C -0.37 0.85 -1.63
N -0.50 2.26 0.37
H 0.58 -2.94 -0.57
H -0.97 -2.07 0.11
H 2.96 -1.26 -0.51
H 2.85 -1.05 1.13
H 1.24 0.63 1.58
H -0.43 0.09 1.34
H 1.24 1.80 -0.60
H -0.01 1.24 -2.55
H -0.41 -0.22 -1.96
H -1.53 0.98 -1.58
H -1.50 2.25 -0.06
H -0.03 3.11 0.09
O -2.70 -0.16 0.21
H -2.94 -0.45 1.16
H -2.68 0.81 0.25



Entry C
22
Properties=species:S:1:pos:R:3 method="wB97M-V/def2-TZVPD" e_homo_ev=-9.147 smiles="C/C=N/O.CCCN" e_lumo_ha=0.039 molar_mass_g_mol=118.2
C -1.35 1.49 1.49
C -1.91 0.70 0.37
N -2.21 -0.52 0.56
O -2.62 -1.21 -0.60
H -0.22 1.34 1.47
H -1.66 1.08 2.45
H -1.68 2.53 1.42
H -1.88 1.13 -0.62
H -2.98 -2.04 -0.26
C 1.31 0.87 -1.49
C 1.06 -0.62 -1.28
C 1.68 -1.13 0.02
N 1.01 -0.54 1.17
H 2.36 1.06 -1.64
H 0.76 1.23 -2.36
H 0.97 1.42 -0.62
H 1.48 -1.19 -2.12
H -0.01 -0.82 -1.26
H 2.74 -0.83 0.06
H 1.64 -2.23 0.03
H 0.05 -0.88 1.20
H 1.46 -0.85 2.03



Most stable: entry C



Entry A
22
Properties=species:S:1:pos:R:3 method="wB97M-V/def2-TZVPD" e_homo_ev=-7.987 smiles="N/C=C/CCCN.O" e_lumo_ha=0.029 molar_mass_g_mol=118.2
N -2.26 -1.68 0.42
C -1.11 -1.00 -0.08
C -0.02 -1.74 -0.25
C 1.37 -1.17 -0.46
C 1.53 -0.04 -1.66
C 0.85 1.41 -1.39
N 1.23 1.85 -0.05
H -2.33 -2.71 0.37
H -3.05 -1.17 0.01
H -1.17 0.01 0.20
H 0.00 -2.80 -0.40
H 1.95 -2.04 -0.88
H 1.81 -0.84 0.60
H 2.65 0.03 -1.83
H 1.20 -0.41 -2.48
H -0.13 1.36 -1.56
H 1.34 2.16 -2.15
H 0.41 2.08 0.55
H 1.86 1.12 0.37
O -1.38 1.67 2.71
H -0.62 1.39 3.22
H -1.38 2.62 2.77



Entry B
22
Properties=species:S:1:pos:R:3 method="wB97M-V/def2-TZVPD" e_homo_ev=-8.760 smiles=C[C@@H](N)CNCCO e_lumo_ha=0.037 molar_mass_g_mol=118.2
C -0.67 -0.23 -1.77
C -0.67 -1.02 -0.47
N -1.10 -2.40 -0.67
C 0.74 -1.11 0.09
N 1.49 0.14 0.13
C 1.20 0.97 1.28
C -0.18 1.58 1.35
O -0.66 2.20 0.17
H -0.34 0.80 -1.61
H -0.01 -0.69 -2.52
H -1.68 -0.18 -2.16
H -1.38 -0.56 0.20
H -0.76 -2.78 -1.53
H -2.10 -2.53 -0.61
H 1.23 -1.78 -0.61
H 0.76 -1.56 1.09
H 2.46 -0.03 0.06
H 1.29 0.39 2.21
H 1.94 1.74 1.25
H -0.93 0.82 1.60
H -0.09 2.32 2.14
H 0.04 2.53 -0.39



Entry C
22
Properties=species:S:1:pos:R:3 method="wB97M-V/def2-TZVPD" e_homo_ev=-9.375 e_lumo_ha=0.032 molar_mass_g_mol=118.2
C -1.95 0.49 -0.48
O -2.99 0.82 0.69
C -0.99 -0.56 0.08
C 0.27 -0.55 -0.80
C 1.12 0.72 -0.59
C 2.38 0.43 0.23
N 2.04 -0.21 1.50
N -1.59 -1.87 0.20
H -1.55 1.28 -1.14
H -2.62 0.04 -1.21
H -2.33 1.48 0.32
H -0.71 -0.20 1.06
H -0.05 -0.70 -1.84
H 0.90 -1.38 -0.49
H 0.55 1.50 -0.08
H 1.46 1.11 -1.55
H 3.13 -0.10 -0.37
H 2.90 1.40 0.32
H 1.48 0.49 1.98
H 2.88 -0.26 2.07
H -2.40 -1.75 0.80
H -1.92 -2.19 -0.71



Most stable: entry B



Entry A
22
Properties=species:S:1:pos:R:3 method="wB97M-V/def2-TZVPD" e_homo_ev=-9.201 smiles="[H]/N=C/NC.CCCO" e_lumo_ha=0.027 molar_mass_g_mol=118.2
H 4.01 -3.75 -0.56
N 3.01 -3.65 -0.34
C 2.75 -2.55 0.28
N 1.53 -2.31 0.83
C 1.01 -0.91 0.66
H 3.49 -1.79 0.33
H 0.88 -3.04 0.52
H 0.04 -0.86 1.16
H 1.76 -0.23 1.05
H 0.77 -0.80 -0.42
C -0.40 2.49 0.40
C -1.76 2.26 -0.37
C -2.15 0.80 -0.46
O -3.46 0.73 -1.18
H 0.37 1.74 0.08
H -0.01 3.50 0.15
H -0.52 2.37 1.53
H -1.54 2.52 -1.43
H -2.59 2.87 0.06
H -2.31 0.35 0.53
H -1.40 0.31 -1.07
H -3.47 -0.05 -1.74



Entry B
22
Properties=species:S:1:pos:R:3 method="wB97M-V/def2-TZVPD" e_homo_ev=-8.712 e_lumo_ha=-0.050 molar_mass_g_mol=118.2
C -1.57 0.53 -0.83
C -2.69 -0.36 -0.39
O 0.02 -1.56 -1.55
H -0.66 -2.18 -1.83
H -1.56 1.51 -0.35
H -1.38 0.54 -1.89
H -2.82 -1.21 -1.06
H -3.63 0.19 -0.35
H -2.49 -0.76 0.61
C 1.51 1.87 0.19
N 0.38 -0.13 0.99
C 1.61 0.47 0.74
N 0.36 -1.46 0.96
C 2.77 -0.10 1.09
H -0.49 0.23 -0.06
H 0.16 -1.73 -0.33
H -0.42 -1.78 1.54
H 0.76 2.44 0.75
H 1.19 1.84 -0.85
H 2.47 2.37 0.25
H 2.79 -1.09 1.51
H 3.71 0.37 0.86



Entry C
22
Properties=species:S:1:pos:R:3 method="wB97M-V/def2-TZVPD" e_homo_ev=-7.572 e_lumo_ha=-0.049 molar_mass_g_mol=118.2
N -0.93 0.46 0.39
C -1.67 -0.72 0.77
C -0.54 -2.35 -0.44
C 0.46 -1.31 -0.52
C -0.04 0.23 -0.70
C 1.09 1.30 -0.88
N 0.51 2.63 -0.63
H -1.17 -1.81 0.33
H -2.55 -0.73 0.13
H -1.92 -0.71 1.83
H -0.12 -3.12 0.22
H -1.08 -2.75 -1.29
H 1.21 -1.42 -1.33
H 1.01 -1.28 0.43
H -0.67 0.01 -1.58
H 1.33 1.23 -1.95
H 1.92 0.98 -0.23
H 1.08 3.42 -0.92
H 0.34 2.75 0.36
H 0.93 1.07 2.85
H -0.16 0.66 1.18
O 0.96 1.45 1.97



Entry D
22
Properties=species:S:1:pos:R:3 method="wB97M-V/def2-TZVPD" e_homo_ev=-6.873 e_lumo_ha=0.031 molar_mass_g_mol=118.2
C -1.26 1.82 0.19
C -0.08 1.90 -0.56
O -2.51 1.69 -0.42
H -2.39 1.69 -1.38
H -1.34 2.24 1.18
H -1.05 0.18 0.70
H 0.42 0.58 -0.56
H -0.17 2.13 -1.62
H 0.73 2.45 -0.11
C 1.97 -1.04 -0.11
C 0.49 -0.82 -0.34
N 0.01 -1.47 -1.52
N 0.16 -0.79 2.11
C -0.44 -0.86 0.79
H 0.51 -1.18 -2.35
H -0.98 -1.34 -1.66
H 0.61 -1.66 2.36
H -0.54 -0.58 2.81
H -1.20 -1.64 0.66
H 2.55 -0.76 -1.00
H 2.17 -2.10 0.09
H 2.32 -0.45 0.74



Most stable: entry A